[1]
{"formula": "CH4BrNO2S", "method": "the ωB97M-V functional and the def2-TZVPD basis", "symbols": ["C", "S", "N", "O", "O", "Br", "H", "H", "H", "H"], "positions_angstrom": [[-0.78219, 0.96681, 0.85874], [0.14833, -0.26004, 0.46694], [-0.47213, -0.76370, -0.99684], [0.42923, -1.38142, 1.28666], [1.39446, 0.54191, 0.14126], [2.75309, 0.22450, -1.13597], [-0.97099, 1.55216, 0.06509], [-0.96228, 1.42746, 1.75563], [-0.07840, -1.36128, -1.71814], [-1.45913, -0.94641, -0.72335]], "total_charge": 0, "relative_energy_kcal_mol": 98.0, "spin_multiplicity": 1, "smiles": "C=[S@](N)(=O)OBr", "max_force_ev_per_a": 3.43, "gap_ev": [7.2170, 7.2147], "e_homo_ev": [-8.5998, -8.5983]}

***

[2]
{"formula": "CH4BrO", "method": "the ωB97M-V functional and the def2-TZVPD basis", "symbols": ["Br", "H", "C", "O", "H", "H", "H"], "positions_angstrom": [[-0.08818, -0.48820, 0.44995], [-1.79478, 0.24033, 0.44998], [-3.72965, 1.13437, 0.44989], [-2.31152, 1.20451, 0.44999], [-4.07269, 2.21081, 0.44983], [-4.14287, 0.66937, -0.46488], [-4.14280, 0.66931, 1.36464]], "total_charge": 0, "relative_energy_kcal_mol": 18.0, "spin_multiplicity": 2, "s_squared": 0.753, "max_force_ev_per_a": 4.55, "gap_ev": [11.2652, 5.7366], "e_homo_ev": [-10.2956, -9.9625]}

***

[3]
{"formula": "CH4Cl2O2Si", "method": "the ωB97M-V functional and the def2-TZVPD basis", "symbols": ["C", "O", "O", "Si", "Cl", "Cl", "H", "H", "H", "H"], "positions_angstrom": [[-1.39335, -0.13905, -0.61677], [0.82942, -0.31031, 1.63983], [-0.04647, -0.42894, -0.97011], [1.13901, -0.38775, 0.13568], [2.66139, -1.52229, -0.33113], [1.55534, 2.30664, -0.14450], [-1.70813, 0.94771, -0.60313], [-1.70802, -0.49785, 0.31724], [-2.01726, -0.48514, -1.49199], [0.68807, 0.51696, 2.06488]], "total_charge": 0, "relative_energy_kcal_mol": 20.5, "spin_multiplicity": 1, "max_force_ev_per_a": 4.98, "gap_ev": 9.8556, "e_homo_ev": -9.8338}

***

[4]
{"formula": "CH4Cl2PS", "method": "the ωB97M-V functional and the def2-TZVPD basis", "symbols": ["C", "P", "S", "Cl", "Cl", "H", "H", "H", "H"], "positions_angstrom": [[0.40725, -0.73612, 0.13202], [1.19722, 0.40587, 1.28216], [0.10096, 2.60698, -0.63966], [2.99196, 0.63809, 0.55053], [0.12633, 4.29158, -1.78137], [1.11291, -1.63549, -0.08968], [0.22033, -0.29381, -0.78194], [-0.55835, -1.04683, 0.42968], [-0.54787, 3.25342, 0.29073]], "total_charge": 1, "relative_energy_kcal_mol": 70.9, "spin_multiplicity": 1, "max_force_ev_per_a": 3.31, "gap_ev": 5.8897, "e_homo_ev": -13.7219}

***

[5]
{"formula": "CH4ClFOP", "method": "the ωB97M-V functional and the def2-TZVPD basis", "symbols": ["C", "O", "F", "P", "Cl", "H", "H", "H", "H"], "positions_angstrom": [[-0.96247, 0.31213, 0.79814], [1.53883, -0.25978, 0.25669], [0.35792, 1.09261, -1.50986], [0.20018, -0.03971, -0.46308], [-0.17969, -1.71143, -1.78712], [-0.54675, 1.35225, 1.14154], [-0.92529, -0.57726, 1.44541], [-1.93001, 0.09575, 0.36510], [2.44728, -0.26456, -0.24684]], "total_charge": 1, "relative_energy_kcal_mol": 15.7, "spin_multiplicity": 1, "max_force_ev_per_a": 3.84, "gap_ev": 12.2389, "e_homo_ev": -17.0631}

***

[6]
{"formula": "CH4ClN2", "method": "the ωB97M-V functional and the def2-TZVPD basis", "symbols": ["C", "N", "N", "Cl", "H", "H", "H", "H"], "positions_angstrom": [[0.03161, -0.10492, -0.02406], [-0.43869, 0.34783, -1.16581], [0.20380, 0.31233, 1.15352], [1.03811, -2.69172, -0.37372], [-0.81006, 1.31169, -1.14273], [-0.73105, -0.15538, -1.91370], [-0.21935, 1.16132, 1.57557], [0.92565, -0.18115, 1.89093]], "total_charge": 1, "relative_energy_kcal_mol": 108.7, "spin_multiplicity": 1, "max_force_ev_per_a": 5.47, "gap_ev": [7.1710, 7.1686], "e_homo_ev": [-15.4929, -15.4917]}

***

[7]
{"formula": "CH4ClN2O", "method": "the ωB97M-V functional and the def2-TZVPD basis", "symbols": ["C", "N", "N", "O", "Cl", "H", "H", "H", "H"], "positions_angstrom": [[-0.56679, 0.98080, -0.10739], [1.14304, -1.07221, 0.23421], [0.17221, -1.60388, -0.03892], [-0.93903, -1.62240, -0.28887], [0.77951, 1.94302, -0.12642], [-1.36677, 1.68341, -0.13378], [-0.69587, 0.36995, 0.66383], [-0.45043, 0.51803, -1.10896], [1.92413, -1.19672, 0.90631]], "total_charge": 1, "relative_energy_kcal_mol": 118.2, "spin_multiplicity": 1, "max_force_ev_per_a": 5.27, "gap_ev": 6.7926, "e_homo_ev": -14.6932}

***

[8]
{"formula": "CH4ClN2OS", "method": "the ωB97M-V functional and the def2-TZVPD basis", "symbols": ["C", "N", "N", "O", "S", "Cl", "H", "H", "H", "H"], "positions_angstrom": [[-0.26480, -0.13135, -0.38282], [-0.70280, -0.72425, 0.90357], [-0.92263, 0.78832, -1.04658], [1.90773, -1.56018, 0.39954], [1.72215, -0.50226, -0.54783], [2.15747, 1.35890, 0.43330], [-1.40975, -0.15830, 1.45852], [0.04936, -1.15940, 1.43103], [-1.85772, 1.18115, -0.68634], [-0.67900, 0.90736, -1.96239]], "total_charge": 1, "relative_energy_kcal_mol": 0.0, "spin_multiplicity": 3, "s_squared": 2.021, "max_force_ev_per_a": 4.84, "gap_ev": [6.4156, 6.3535], "e_homo_ev": [-11.9585, -15.7543]}

***

[9]
{"formula": "CH4ClNO", "method": "the ωB97M-V functional and the def2-TZVPD basis", "symbols": ["C", "N", "O", "Cl", "H", "H", "H", "H"], "positions_angstrom": [[-0.29051, 0.17398, 0.41186], [0.60985, -0.53274, -0.39676], [-0.28168, 1.51569, 0.04932], [-1.94298, -0.44799, 0.14244], [0.26313, 0.00453, 1.82534], [0.23432, -0.78222, -1.26366], [1.01150, -1.38194, -0.00394], [0.39637, 1.45070, -0.76460]], "total_charge": 0, "relative_energy_kcal_mol": 56.6, "spin_multiplicity": 1, "max_force_ev_per_a": 4.66, "gap_ev": 11.0607, "e_homo_ev": -10.3094}

***

[10]
{"formula": "CH4ClPS", "method": "the ωB97M-V functional and the def2-TZVPD basis", "symbols": ["C", "P", "S", "Cl", "H", "H", "H", "H"], "positions_angstrom": [[-0.57176, -0.38937, -1.40878], [4.54809, -0.52654, 0.36400], [-1.19906, 0.85128, -0.18499], [5.81355, 1.03583, 0.51509], [-0.79598, -0.02477, -2.37697], [-1.02016, -1.32073, -1.17279], [0.61109, -0.39471, -1.29050], [4.40668, -0.58615, -1.08289]], "total_charge": 0, "relative_energy_kcal_mol": 60.8, "spin_multiplicity": 1, "max_force_ev_per_a": 3.31, "gap_ev": [7.9415, 6.8565], "e_homo_ev": [-9.3656, -8.7469]}

***

[11]
{"formula": "CH4CsN2O", "method": "the ωB97M-V functional and the def2-TZVPD basis", "symbols": ["Cs", "C", "O", "N", "N", "H", "H", "H", "H"], "positions_angstrom": [[14.19563, -8.55170, -0.49200], [17.84967, -9.01140, -3.95547], [17.92107, -9.02080, -5.14553], [17.76010, -7.88028, -3.30257], [17.79681, -10.06894, -3.22260], [17.89762, -8.05981, -2.31820], [18.03804, -7.02879, -3.76928], [18.01123, -9.95960, -2.24170], [18.31858, -10.71119, -3.80171]], "total_charge": 1, "relative_energy_kcal_mol": 42.8, "spin_multiplicity": 1, "max_force_ev_per_a": 4.66, "gap_ev": 8.4114, "e_homo_ev": -12.6768}

***

[12]
{"formula": "CH4CsO", "method": "the ωB97M-V functional and the def2-TZVPD basis", "symbols": ["Cs", "C", "O", "H", "H", "H", "H"], "positions_angstrom": [[-0.20694, -0.95403, -3.32868], [0.18021, 0.42105, 0.33496], [-0.64118, -0.62198, 0.70725], [0.21620, 0.43524, -0.75436], [-0.13268, 1.41312, 0.66055], [1.14660, 0.11328, 0.73428], [-0.56221, -0.80669, 1.64600]], "total_charge": 0, "spin_multiplicity": 2, "s_squared": 0.750, "max_force_ev_per_a": 2.17, "gap_ev": [3.6313, 11.0447], "e_homo_ev": [-3.4453, -10.8431]}

***

[13]
{"formula": "CH4F2N2", "method": "the ωB97M-V functional and the def2-TZVPD basis", "symbols": ["C", "N", "N", "F", "F", "H", "H", "H", "H"], "positions_angstrom": [[1.67689, 0.00732, -0.46560], [-0.90033, -0.32380, 0.56875], [-0.40344, 0.07336, -0.60243], [1.90888, 1.00850, 0.38334], [1.78248, -1.19058, 0.10442], [2.07507, 0.04369, -1.42797], [-1.04666, -1.30304, 0.89708], [-0.71269, 0.32595, 1.32538], [-0.16304, 1.07116, -0.63442]], "total_charge": 0, "relative_energy_kcal_mol": 97.0, "spin_multiplicity": 1, "max_force_ev_per_a": 5.56, "gap_ev": 8.7858, "e_homo_ev": -7.6925}

***

[14]
{"formula": "CH4F2NP", "method": "the ωB97M-V functional and the def2-TZVPD basis", "symbols": ["N", "C", "F", "F", "H", "P", "H", "H", "H"], "positions_angstrom": [[-1.80225, -2.11450, -0.78880], [-1.29176, -1.08712, -1.23861], [-1.74367, -0.27635, -2.16974], [-0.11958, -0.53558, -0.76488], [-1.12692, -2.60773, -0.20821], [1.29238, 1.82655, 1.76630], [0.91727, 0.53600, 1.13665], [1.21476, 2.70232, 0.58580], [2.65977, 1.55640, 1.68150]], "total_charge": 0, "relative_energy_kcal_mol": 68.0, "spin_multiplicity": 1, "smiles": "N=C(F)F.P", "max_force_ev_per_a": 2.05, "gap_ev": 10.5228, "e_homo_ev": -9.8323}

***

[15]
{"formula": "CH4F2Si", "method": "the ωB97M-V functional and the def2-TZVPD basis", "symbols": ["C", "F", "F", "Si", "H", "H", "H", "H"], "positions_angstrom": [[-1.92127, -0.07421, -0.38558], [2.58579, 1.45350, 0.20641], [2.61261, -0.96826, -0.52495], [1.76734, 0.06238, 0.35380], [-1.90713, 0.52205, -1.30360], [-2.19552, -1.11488, -0.68664], [-2.40307, 0.37669, 0.60957], [1.46125, -0.25728, 1.73100]], "total_charge": 0, "relative_energy_kcal_mol": 102.1, "spin_multiplicity": 1, "max_force_ev_per_a": 3.03, "gap_ev": [8.7372, 8.0281], "e_homo_ev": [-9.4001, -8.2049]}

***

[16]
{"formula": "CH4F2Si", "method": "the ωB97M-V functional and the def2-TZVPD basis", "symbols": ["C", "F", "F", "Si", "H", "H", "H", "H"], "positions_angstrom": [[0.01860, 0.45938, 0.90363], [-1.80964, -0.45573, -1.19259], [0.16560, -1.84202, -0.79425], [-0.27504, -0.33497, -0.82429], [-0.42320, 1.40258, 1.30623], [-0.26120, -0.44315, 1.52823], [1.02424, 0.50833, 1.01376], [1.56064, 0.70558, -1.94072]], "total_charge": 0, "relative_energy_kcal_mol": 68.1, "spin_multiplicity": 1, "max_force_ev_per_a": 3.83, "gap_ev": 9.0698, "e_homo_ev": -9.5426}

***

[17]
{"formula": "CH4F3NP2", "method": "the ωB97M-V functional and the def2-TZVPD basis", "symbols": ["C", "N", "P", "F", "P", "F", "F", "H", "H", "H", "H"], "positions_angstrom": [[-0.22160, -0.89429, 0.26209], [-0.17558, 0.38476, -0.41929], [1.76262, 1.35150, -0.44011], [1.62518, 2.60243, 0.55264], [-1.16354, 1.73785, -0.13201], [-2.36937, 1.32680, -1.09173], [-1.96621, 1.29000, 1.16647], [0.52152, -1.75631, -0.18378], [0.14115, -0.93952, 1.29809], [-1.20491, -1.37477, 0.16695], [1.15330, 2.10364, -1.43685]], "total_charge": 0, "relative_energy_kcal_mol": 32.7, "spin_multiplicity": 1, "smiles": "CN(PF)P(F)F", "max_force_ev_per_a": 3.98, "gap_ev": 9.5332, "e_homo_ev": -9.6658}

***

[18]
{"formula": "CH4FIP2", "method": "the ωB97M-V functional and the def2-TZVPD basis", "symbols": ["C", "F", "P", "P", "I", "H", "H", "H", "H"], "positions_angstrom": [[-0.45191, -1.06293, -0.36651], [-1.18637, -2.13351, -0.21506], [0.85770, 1.54849, 0.29163], [0.68547, -0.55736, 0.83617], [-2.71038, 0.94987, -0.42530], [-0.22201, -0.81859, -1.42069], [0.76732, 0.97553, -1.00413], [2.16331, 1.67044, 0.33066], [0.09687, -0.57193, 1.97322]], "total_charge": 0, "relative_energy_kcal_mol": 52.6, "spin_multiplicity": 3, "s_squared": 2.010, "max_force_ev_per_a": 3.97, "gap_ev": [7.9385, 6.0219], "e_homo_ev": [-7.1597, -9.2318]}

***

[19]
{"formula": "CH4FN", "method": "the ωB97M-V functional and the def2-TZVPD basis", "symbols": ["C", "N", "F", "H", "H", "H", "H"], "positions_angstrom": [[-1.40452, 0.26087, -0.22691], [1.51641, -0.74077, 0.24230], [2.32688, 0.08013, -0.56176], [-1.56067, -0.57180, 0.55489], [-0.78122, 0.89310, 0.35414], [-1.43056, 0.08762, -1.31646], [1.33368, -0.00916, 0.95381]], "total_charge": 0, "relative_energy_kcal_mol": 9.3, "spin_multiplicity": 3, "s_squared": 2.007, "max_force_ev_per_a": 2.96, "gap_ev": [10.1902, 10.8359], "e_homo_ev": [-9.1618, -12.0047]}

***

[20]
{"formula": "CH4FN2", "method": "the ωB97M-V functional and the def2-TZVPD basis", "symbols": ["C", "N", "N", "F", "H", "H", "H", "H"], "positions_angstrom": [[-0.09180, 0.01315, 0.00861], [-0.52390, 1.19026, 0.04181], [-0.11246, -1.24160, -0.01261], [2.24964, 0.18428, -0.08062], [-1.46091, 1.44575, 0.36727], [0.09605, 1.96875, -0.20319], [-0.92107, -1.81352, -0.28033], [0.76445, -1.74707, 0.15905]], "total_charge": 1, "relative_energy_kcal_mol": 107.0, "spin_multiplicity": 1, "max_force_ev_per_a": 3.77, "gap_ev": [10.6678, 8.1232], "e_homo_ev": [-17.7477, -15.7824]}